Entry 1:
Molecular formula: C2H6N4O
Method: DFT, ωB97M-V/def2-TZVPD

ΔE to the lowest compared entry with this formula, charge and spin (kJ/mol): 342.5
Highest occupied orbital energy (eV): -8.80
2S+1: 1
Gap between HOMO and LUMO (eV): 9.25
Total charge: 0

Structure (XYZ):
```
13
Properties=species:S:1:pos:R:3:lowdin_charge:R:1
N -0.1217 0.8845 -0.8857 -0.002
C 0.0207 0.3023 0.3514 -0.488
N 0.0696 1.1664 1.4023 0.149
C -0.0393 -1.9820 -0.4333 -0.374
O -0.4798 2.2301 -0.9914 -0.028
N 0.2229 -0.9585 0.5189 0.032
N 0.8306 -2.8838 -0.3706 0.040
H -1.4107 2.3255 -0.7268 0.112
H -0.3971 0.3147 -1.6739 0.136
H 0.3860 0.7680 2.2708 0.106
H 0.3706 2.1101 1.2071 0.098
H 1.4152 -2.3504 0.4752 0.118
H -0.8671 -1.9270 -1.1440 0.101
```

***

Entry 2:
Molecular formula: C15H26ClO2P2SSn
Method: DFT, ωB97M-V/def2-TZVPD

Highest occupied orbital energy (alpha / beta) (eV): -17.46 / -17.45
2S+1: 1
Gap between HOMO and LUMO (alpha / beta) (eV): 4.46 / 4.46
Total charge: +3

Structure (XYZ):
```
48
Properties=species:S:1:pos:R:3:lowdin_charge:R:1
C 5.4235 0.6329 -1.1197 -0.032
C 3.9697 0.4150 -0.8973 -0.742
H 5.6003 1.2342 -2.0170 0.118
H 5.9216 -0.3411 -1.2381 0.120
H 5.8384 1.1492 -0.2452 0.109
O 3.0290 0.6994 -1.6063 0.016
Cl 3.6899 -0.4324 0.6906 0.656
Sn 0.5908 -0.3238 0.4466 0.873
P 0.4353 -2.2381 -1.4023 0.730
C -0.7242 -2.0408 -2.7954 -0.214
C 2.0074 -2.5262 -2.2651 -0.226
H 1.9541 -3.4911 -2.7933 0.087
H 0.2598 -4.6451 -1.4386 0.093
H 2.8304 -2.5343 -1.5383 0.050
H 0.5841 -4.0227 0.2154 0.072
H -0.4623 -1.1370 -3.3641 0.071
H 2.1880 -1.7064 -2.9743 0.069
C 0.0052 -3.8621 -0.7051 -0.203
H -0.6540 -2.9159 -3.4633 0.097
H -1.0666 -3.9056 -0.4601 0.050
H -1.7560 -1.9467 -2.4337 0.059
P 0.3057 2.0761 1.6801 0.743
C -0.8501 3.3514 1.0733 -0.207
C -0.1862 1.9084 3.4243 -0.215
H 2.7068 2.2607 1.8954 0.038
H 1.8775 3.6814 2.5931 0.085
H 2.0572 3.5068 0.8234 0.073
C 1.8831 2.9688 1.7610 -0.227
H 0.4430 1.1543 3.9170 0.073
H -0.0741 2.8775 3.9366 0.093
H -0.8549 4.2219 1.7504 0.099
H -1.8684 2.9479 1.0160 0.048
H -1.2295 1.5709 3.4906 0.060
H -0.5522 3.6737 0.0663 0.073
C -1.2785 0.6078 -0.9360 -0.084
O -2.0624 0.8822 -1.7267 0.198
S -1.2362 -1.4765 1.9911 0.656
C -2.7872 -1.2727 1.2462 -0.681
C -3.3779 -0.0088 1.0625 -0.141
C -4.6626 0.0961 0.5369 -0.030
C -5.3807 -1.0563 0.2019 0.006
C -4.7954 -2.3158 0.3785 -0.017
C -3.4753 -2.4206 0.8006 -0.088
H -2.8132 0.8697 1.3784 0.080
H -5.1523 1.0653 0.4282 0.133
H -6.3972 -0.9722 -0.1847 0.138
H -5.3675 -3.2237 0.1874 0.135
H -2.9676 -3.3833 0.8435 0.106
```

***

Entry 3:
Molecular formula: C5H5ClS
Method: DFT, ωB97M-V/def2-TZVPD

ΔE to the lowest compared entry with this formula, charge and spin (kJ/mol): 534.3
Highest occupied orbital energy (eV): -8.39
2S+1: 1
Gap between HOMO and LUMO (eV): 8.82
Total charge: 0

Structure (XYZ):
```
12
Properties=species:S:1:pos:R:3:lowdin_charge:R:1
C -0.7568 1.0796 1.4292 -0.420
C -0.2074 -0.2287 -0.7631 -0.845
C -0.1987 -0.8839 -1.8652 -0.513
C 0.9647 -0.6261 -0.0355 -0.213
C 1.9670 -0.6398 0.5785 0.114
H -1.3592 2.2997 1.6813 0.117
H 0.4461 1.1665 1.0910 0.071
H -1.4025 0.1792 2.3265 0.139
H 0.7124 -1.3952 -2.3286 0.123
H 2.9384 -1.0413 0.9954 0.081
S -1.5607 0.4476 -0.1357 0.829
Cl -1.5433 -0.3576 -2.9739 0.517
```